Record 1
This record from the OMol25 dataset describes a 2-piece molecular cluster, C35H31N3O4S overall in a non-equilibrium geometry. The level of theory is the ωB97M-V functional and the def2-TZVPD basis.

Values from the calculation:
Kohn-Sham gap, eV: 3.9
Charge: 0
DFT total energy, a.u.: -2215.5958
ΔE to the lowest compared entry with this formula, charge and spin, kJ/mol: 190.9
Strongest force on any atom, Eh/bohr: 0.0392

Each line ends with the Mulliken charge.
CARTESIAN COORDINATES (ANGSTROEM)
C (0.680, 1.369, 6.065)  -0.38
C (-0.568, 1.717, 5.535)  -0.88
C (-1.119, 0.984, 4.494)  -0.43
C (-0.470, -0.189, 4.032)  0.78
C (-1.141, -0.965, 3.022)  0.68
C (-2.434, -0.618, 2.584)  -0.20
N (-3.537, -0.398, 2.225)  -0.83
S (-0.596, -2.659, 2.655)  1.49
C (-1.947, -3.408, 1.726)  -0.57
C (-2.764, -4.301, 2.415)  -0.37
C (-3.800, -4.951, 1.746)  -0.62
C (-4.015, -4.733, 0.387)  -0.51
C (-3.183, -3.857, -0.310)  -0.67
C (-2.146, -3.196, 0.357)  0.33
O (0.531, -2.606, 1.745)  -0.64
O (-0.453, -3.354, 3.910)  -0.71
C (0.797, -0.543, 4.575)  -0.24
C (1.346, 0.224, 5.598)  -0.95
H (1.138, 2.012, 6.823)  0.42
H (-1.142, 2.542, 5.949)  0.38
H (-2.083, 1.252, 4.050)  0.35
H (-2.578, -4.454, 3.477)  0.42
H (-4.437, -5.626, 2.313)  0.36
H (-4.829, -5.235, -0.128)  0.38
H (-3.342, -3.687, -1.375)  0.36
H (-1.497, -2.504, -0.177)  0.44
H (1.321, -1.424, 4.202)  0.39
H (2.289, -0.060, 6.069)  0.36
C (2.732, 5.380, 4.983)  -0.94
O (2.327, 4.256, 4.169)  -0.39
C (1.312, 4.409, 3.270)  0.17
C (1.095, 3.298, 2.417)  0.15
C (-0.004, 3.307, 1.597)  0.59
C (-0.843, 4.451, 1.538)  -0.21
C (-0.608, 5.579, 2.325)  -1.13
C (0.469, 5.556, 3.214)  -0.79
N (-1.775, 4.241, 0.519)  0.19
C (-2.774, 5.200, 0.072)  -0.98
C (-1.567, 3.021, -0.061)  -0.81
C (-0.497, 2.362, 0.595)  1.29
C (-0.013, 1.060, 0.377)  0.16
C (-0.369, 0.303, -0.784)  -0.05
C (-1.701, -0.022, -1.075)  -1.40
N (-1.770, -0.650, -2.290)  0.41
C (-2.994, -1.016, -2.978)  -0.94
C (-0.495, -0.793, -2.820)  0.47
C (0.435, -0.190, -1.933)  0.22
C (1.752, -0.047, -2.376)  0.15
C (2.089, -0.507, -3.685)  0.34
O (3.307, -0.394, -4.285)  -0.46
C (4.445, 0.252, -3.695)  -0.75
C (1.125, -1.139, -4.515)  -0.82
C (-0.182, -1.265, -4.092)  -1.23
H (3.638, 5.041, 5.488)  0.26
H (2.955, 6.267, 4.372)  0.38
H (1.962, 5.617, 5.730)  0.35
H (1.762, 2.440, 2.427)  0.44
H (-1.247, 6.457, 2.242)  0.21
H (0.699, 6.428, 3.832)  0.43
H (-2.751, 6.084, 0.713)  0.31
H (-2.565, 5.483, -0.968)  0.36
H (-3.781, 4.765, 0.104)  0.33
H (-2.197, 2.662, -0.879)  0.70
H (0.642, 0.604, 1.135)  0.42
H (-2.577, 0.202, -0.463)  0.51
H (-2.763, -1.451, -3.954)  0.26
H (-3.564, -1.754, -2.399)  0.24
H (-3.610, -0.118, -3.127)  0.33
H (2.494, 0.427, -1.734)  0.52
H (5.246, 0.081, -4.420)  0.24
H (4.268, 1.331, -3.588)  0.31
H (4.705, -0.208, -2.731)  0.30
H (1.426, -1.453, -5.508)  0.44
H (-0.935, -1.709, -4.735)  0.28



Record 2
This record from the OMol25 dataset describes C35H32AsCoN2O2SSe2 as an isolated structure in a non-equilibrium geometry. The level of theory is the ωB97M-V functional and the def2-TZVPD basis.

Values from the calculation:
Kohn-Sham gap (spin up / spin down), eV: 5.1 / 5.3
⟨S²⟩: 3.77
Charge: -1
DFT total energy, a.u.: -10432.6003
Spin multiplicity: 4
ΔE to the lowest compared entry with this formula, charge and spin, kJ/mol: 39.8
Strongest force on any atom, Eh/bohr: 0.0239

Each line ends with the Mulliken charge.
CARTESIAN COORDINATES (ANGSTROEM)
Co (0.593, -0.081, -0.604)  0.21
S (-2.056, 0.658, -0.530)  -0.31
C (-2.820, 1.903, 0.431)  0.57
C (-4.014, 2.453, -0.066)  -0.77
C (-4.711, 3.417, 0.636)  -0.50
C (-4.229, 3.877, 1.853)  -0.84
C (-3.057, 3.343, 2.362)  -0.37
C (-2.356, 2.346, 1.689)  -0.13
As (-0.736, 1.535, 2.397)  0.84
C (-0.519, 2.719, 3.962)  -0.52
C (0.421, 3.736, 3.800)  -0.61
C (0.677, 4.644, 4.817)  -0.67
C (-0.010, 4.542, 6.019)  -0.41
C (-0.954, 3.540, 6.190)  -0.66
C (-1.207, 2.635, 5.169)  0.17
C (-1.545, -0.013, 3.287)  0.47
C (-2.550, -0.765, 2.682)  -0.33
C (-2.978, -1.959, 3.246)  -0.69
C (-2.397, -2.431, 4.414)  -0.49
C (-1.389, -1.696, 5.022)  -0.85
C (-0.972, -0.498, 4.463)  -0.27
H (-4.376, 2.100, -1.023)  0.43
H (-5.632, 3.821, 0.230)  0.32
H (-4.767, 4.637, 2.407)  0.37
H (-2.694, 3.697, 3.320)  0.27
H (0.949, 3.808, 2.853)  0.45
H (1.411, 5.428, 4.679)  0.38
H (0.189, 5.243, 6.821)  0.36
H (-1.498, 3.467, 7.125)  0.38
H (-1.952, 1.860, 5.308)  0.45
H (-2.990, -0.426, 1.753)  0.22
H (-3.768, -2.524, 2.764)  0.43
H (-2.717, -3.373, 4.844)  0.37
H (-0.920, -2.067, 5.927)  0.38
H (-0.180, 0.071, 4.939)  0.50
O (3.708, 1.387, -0.289)  -0.14
C (4.362, 1.760, -1.473)  -1.26
C (3.540, 1.514, -2.763)  2.13
C (4.449, 2.054, -3.889)  -1.33
O (3.914, 1.913, -5.193)  -0.53
C (2.222, 2.302, -2.798)  -1.26
Se (0.848, 2.068, -1.379)  -0.18
C (3.280, 0.028, -3.059)  -1.68
Se (2.483, -1.150, -1.687)  -0.31
H (4.251, 1.641, 0.464)  0.20
H (5.307, 1.201, -1.564)  0.37
H (4.599, 2.835, -1.440)  0.39
H (5.427, 1.551, -3.829)  0.44
H (4.613, 3.127, -3.754)  0.44
H (3.647, 0.994, -5.302)  0.37
H (1.708, 2.074, -3.730)  0.40
H (2.443, 3.372, -2.793)  0.46
H (4.223, -0.463, -3.315)  0.38
H (2.593, -0.056, -3.904)  0.42
C (-1.824, -3.475, -1.777)  -0.90
C (-1.275, -2.196, -1.681)  -0.37
N (-0.436, -1.856, -0.721)  0.26
C (-0.081, -2.783, 0.186)  -0.47
C (-0.570, -4.103, 0.163)  1.35
C (-1.486, -4.430, -0.850)  -0.78
C (-0.102, -5.034, 1.133)  -0.96
C (0.850, -4.687, 2.037)  -0.83
C (1.383, -3.367, 2.068)  0.99
C (2.424, -2.969, 2.922)  -0.85
C (2.856, -1.666, 2.880)  -1.04
C (2.242, -0.765, 2.014)  -0.45
N (1.286, -1.113, 1.176)  0.83
C (0.879, -2.396, 1.178)  0.31
H (-2.513, -3.693, -2.581)  0.40
H (-1.544, -1.417, -2.382)  0.55
H (-1.897, -5.431, -0.900)  0.43
H (-0.497, -6.042, 1.115)  0.39
H (1.232, -5.418, 2.740)  0.41
H (2.875, -3.696, 3.586)  0.42
H (3.665, -1.335, 3.518)  0.42
H (2.533, 0.279, 1.990)  0.44



Record 3
This record from the OMol25 dataset describes C35H32AsN3O4ReS2 as an isolated structure. The level of theory is the ωB97M-V functional and the def2-TZVPD basis.

Values from the calculation:
Kohn-Sham gap (spin up / spin down), eV: 5.8 / 6.6
⟨S²⟩: 0.87
Charge: +2
DFT total energy, a.u.: -4928.0656
Spin multiplicity: 2
ΔE to the lowest compared entry with this formula, charge and spin, kJ/mol: 0.0
Strongest force on any atom, Eh/bohr: 0.0103

Each line ends with the Mulliken charge.
CARTESIAN COORDINATES (ANGSTROEM)
Re (0.843, -0.514, -1.125)  1.00
S (0.396, -1.724, -2.880)  -0.31
C (-1.311, -1.805, -3.290)  0.74
C (-1.682, -2.526, -4.418)  -0.65
C (-3.027, -2.598, -4.764)  -0.74
C (-3.982, -1.946, -4.002)  -0.69
C (-3.612, -1.209, -2.877)  -0.74
C (-2.278, -1.143, -2.527)  0.13
As (-1.591, -0.160, -1.029)  1.56
C (-0.662, 1.349, -1.865)  -0.77
C (-0.281, 2.419, -1.029)  0.32
C (0.269, 3.561, -1.573)  -0.83
C (0.454, 3.650, -2.951)  -0.47
C (0.092, 2.603, -3.789)  -0.85
C (-0.476, 1.461, -3.255)  0.15
C (-3.035, 0.430, 0.063)  0.26
C (-3.446, -0.421, 1.089)  -0.46
C (-4.514, -0.050, 1.892)  -0.83
C (-5.154, 1.162, 1.674)  -0.56
C (-4.739, 2.007, 0.653)  -0.72
C (-3.676, 1.646, -0.160)  -0.29
H (-0.930, -3.029, -5.014)  0.51
H (-3.327, -3.167, -5.633)  0.42
H (-5.026, -2.006, -4.279)  0.44
H (-4.371, -0.704, -2.291)  0.51
H (-0.417, 2.347, 0.044)  0.53
H (0.553, 4.385, -0.931)  0.50
H (0.881, 4.550, -3.374)  0.47
H (0.248, 2.678, -4.856)  0.46
H (-0.789, 0.665, -3.917)  0.45
H (-2.948, -1.368, 1.266)  0.52
H (-4.843, -0.706, 2.687)  0.47
H (-5.984, 1.452, 2.304)  0.43
H (-5.246, 2.948, 0.488)  0.45
H (-3.356, 2.306, -0.957)  0.46
C (-0.265, 0.340, 3.670)  -0.56
C (0.783, -0.680, 4.089)  -1.00
N (0.235, -2.015, 4.304)  0.22
C (-0.615, -2.226, 5.488)  -0.85
C (-2.077, -2.414, 5.124)  -0.96
C (0.560, -3.109, 3.590)  0.31
O (0.256, -4.249, 3.892)  -0.61
C (1.347, -2.939, 2.310)  0.32
C (2.404, -3.799, 2.027)  -0.31
C (3.031, -3.726, 0.793)  -1.10
C (2.574, -2.825, -0.146)  -0.01
N (1.528, -2.021, 0.115)  0.06
C (0.933, -2.071, 1.327)  0.01
H (0.205, 1.306, 3.485)  0.41
H (-1.015, 0.480, 4.449)  0.42
H (-0.795, 0.033, 2.763)  -0.14
H (1.253, -0.361, 5.023)  0.37
H (1.589, -0.739, 3.357)  0.54
H (-0.475, -1.359, 6.134)  0.43
H (-0.238, -3.100, 6.020)  0.44
H (-2.465, -1.545, 4.589)  0.15
H (-2.676, -2.549, 6.024)  0.42
H (-2.204, -3.301, 4.503)  0.32
H (2.708, -4.526, 2.769)  0.59
H (3.863, -4.370, 0.546)  0.44
H (3.023, -2.722, -1.123)  0.57
H (0.096, -1.403, 1.486)  0.26
O (2.645, 0.678, -3.943)  -0.54
C (3.037, 0.914, -2.838)  0.00
N (2.801, 0.039, -1.725)  -0.31
S (3.195, 0.784, -0.323)  1.08
O (1.788, 0.924, 0.230)  -0.44
O (4.098, 0.115, 0.548)  -0.62
C (3.843, 2.245, -0.992)  0.42
C (4.470, 3.290, -0.342)  -0.83
C (4.991, 4.295, -1.151)  -0.63
C (4.898, 4.220, -2.541)  -0.60
C (4.281, 3.145, -3.172)  -0.58
C (3.748, 2.147, -2.377)  0.47
H (4.561, 3.323, 0.734)  0.55
H (5.489, 5.140, -0.695)  0.45
H (5.331, 5.010, -3.140)  0.45
H (4.230, 3.075, -4.250)  0.56